No. 1
This record from the OMol25 dataset describes a 5-piece molecular cluster, C48H108F4N2O8P3S4 overall. The level of theory is ωB97M-V/def2-TZVPD.

Each line ends with the Löwdin charge.
Atoms and positions in Å:
C  25.83460  10.53132  -22.06091  -0.1251
C  26.83523  9.55373  -21.55142  -0.2589
C  26.17635  8.21426  -21.20357  -0.2135
C  26.94744  7.06269  -21.91272  -0.2866
P  26.78793  5.36045  -21.27539  1.0701
C  26.76875  5.14586  -19.47637  -0.2572
C  26.68427  3.63237  -19.04597  -0.2635
C  26.09149  3.34069  -17.67681  -0.2259
C  27.03334  4.00241  -16.59120  -0.0872
C  25.09439  4.82414  -21.96313  -0.2557
C  23.92715  4.79024  -21.03062  -0.2585
C  22.49285  4.51086  -21.66708  -0.2131
C  21.16548  4.50775  -20.77813  -0.0787
C  28.20398  4.36497  -21.96467  -0.2586
C  28.82862  4.73553  -23.28731  -0.2671
C  27.90696  4.49969  -24.42696  -0.2987
C  28.42422  5.10403  -25.71802  -0.0794
H  24.93308  10.66341  -21.46264  0.0832
H  25.58712  10.28100  -23.09251  0.0804
H  26.14762  11.55153  -22.28288  0.0787
H  27.28301  9.85998  -20.60601  0.1157
H  27.56692  9.50088  -22.35761  0.1132
H  25.16414  8.06258  -21.57843  0.1075
H  26.12781  8.00456  -20.13503  0.1041
H  28.01365  7.23204  -21.76233  0.0869
H  27.03131  7.06795  -22.99948  0.1027
H  25.90975  5.71507  -19.12110  0.0918
H  27.62500  5.67088  -19.05292  0.0993
H  27.59547  3.03607  -19.09343  0.1149
H  26.08157  3.04578  -19.73934  0.0939
H  26.00209  2.25656  -17.60775  0.1121
H  25.10865  3.80410  -17.59089  0.1052
H  26.48896  3.97306  -15.64733  0.0694
H  27.19188  5.05924  -16.80582  0.0561
H  28.05369  3.68053  -16.38294  0.0753
H  25.32223  3.85101  -22.39811  0.0904
H  24.88572  5.44256  -22.83613  0.0952
H  23.81784  5.77463  -20.57550  0.1015
H  23.93882  4.12950  -20.16379  0.1017
H  22.49674  3.49105  -22.05186  0.0937
H  22.46484  5.00407  -22.63871  0.0958
H  20.31343  4.45289  -21.45569  0.0726
H  20.94198  5.43212  -20.24550  0.0588
H  21.19796  3.76514  -19.98090  0.0689
H  27.90624  3.32223  -21.85443  0.1004
H  29.00606  4.41492  -21.22828  0.1014
H  29.66989  4.05673  -23.42724  0.1344
H  29.15837  5.77428  -23.30655  0.1104
H  26.97539  5.05141  -24.30099  0.0805
H  27.51210  3.48401  -24.40279  0.1226
H  27.59851  5.64851  -26.17612  0.0830
H  28.99634  4.38658  -26.30628  0.0840
H  29.21022  5.80621  -25.44009  0.0718
C  10.00926  2.34142  -20.80160  -0.1117
C  8.98343  2.97536  -19.92665  -0.2586
C  8.38697  2.05372  -18.78412  -0.2368
C  7.40383  2.70708  -17.81578  -0.2639
P  6.98994  1.68708  -16.30176  1.0501
C  5.47683  2.26326  -15.47120  -0.2584
C  5.44937  3.64644  -14.79417  -0.2143
C  5.27609  4.90434  -15.65665  -0.2589
C  4.21939  4.86420  -16.76892  -0.1024
C  6.93733  -0.09214  -16.91781  -0.2398
C  6.33783  -1.04717  -15.83869  -0.2012
C  6.73591  -2.50615  -16.41440  -0.2307
C  5.87341  -2.95907  -17.57833  -0.1020
C  8.45623  1.95756  -15.14108  -0.2473
C  8.57291  1.10855  -13.84469  -0.2235
C  9.87369  1.55433  -13.04768  -0.2487
C  10.30325  0.72263  -11.79816  -0.0917
H  9.95333  2.81384  -21.78230  0.0795
H  9.70451  1.29570  -20.84290  0.0823
H  11.04598  2.40213  -20.47048  0.0838
H  8.12431  3.16038  -20.57146  0.1030
H  9.38574  3.95375  -19.66398  0.1098
H  9.26120  1.75065  -18.20796  0.1014
H  7.97554  1.09743  -19.10713  0.1048
H  6.45842  2.57542  -18.34207  0.0850
H  7.56108  3.76802  -17.62138  0.0941
H  5.36310  1.45122  -14.75305  0.0893
H  4.86216  2.11403  -16.35890  0.0900
H  6.34078  3.82001  -14.19138  0.1019
H  4.57539  3.66929  -14.14321  0.1167
H  6.18912  5.08850  -16.22282  0.0839
H  5.10780  5.82141  -15.09205  0.1109
H  4.60661  4.50511  -17.72245  0.0653
H  3.74351  5.84119  -16.85335  0.0764
H  3.42213  4.18311  -16.47127  0.0716
H  7.96352  -0.23956  -17.25440  0.0992
H  6.26795  -0.05196  -17.77712  0.0910
H  5.25741  -1.01569  -15.69803  0.1077
H  6.71187  -0.82469  -14.83934  0.0771
H  6.69334  -3.23186  -15.60222  0.1049
H  7.76216  -2.43845  -16.77541  0.0985
H  6.42297  -3.56367  -18.29982  0.0875
H  5.45700  -2.13327  -18.15519  0.0622
H  5.03235  -3.52963  -17.18441  0.0788
H  8.44867  3.03801  -14.99729  0.0908
H  9.24189  1.61845  -15.81625  0.0861
H  8.60895  0.03548  -14.03263  0.0978
H  7.68166  1.26732  -13.23758  0.1009
H  9.61362  2.55189  -12.69366  0.0939
H  10.72436  1.69495  -13.71452  0.1053
H  10.60143  -0.21223  -12.27273  0.0697
H  9.44033  0.51556  -11.16524  0.0698
H  11.11528  1.24592  -11.29332  0.0727
C  20.58347  -9.17006  -13.09915  -0.0928
C  20.22137  -8.94032  -14.59430  -0.2853
C  18.99970  -8.13845  -14.90550  -0.2204
C  18.68303  -7.97522  -16.49885  -0.2688
P  17.71371  -6.60544  -17.16796  1.0325
C  18.76189  -5.12669  -16.82391  -0.2677
C  20.32025  -5.29973  -16.78348  -0.1998
C  20.96802  -3.88522  -16.54758  -0.2642
C  20.78494  -2.85402  -17.61085  -0.1120
C  17.57403  -7.08992  -18.93519  -0.2342
C  18.86120  -7.62296  -19.60501  -0.2374
C  19.22374  -6.72544  -20.79125  -0.2438
C  18.11023  -6.60344  -21.89117  -0.0795
C  16.13262  -6.67582  -16.16564  -0.2102
C  15.39830  -8.10874  -16.29929  -0.2446
C  14.21012  -8.18806  -15.43120  -0.2714
C  13.20562  -7.20080  -16.00259  -0.1053
H  19.73179  -9.49841  -12.50339  0.0708
H  20.79401  -8.20821  -12.63158  0.0687
H  21.38445  -9.90861  -13.06624  0.0764
H  20.06453  -9.96429  -14.93339  0.1112
H  21.08952  -8.51817  -15.10047  0.1054
H  19.07463  -7.12553  -14.50992  0.0948
H  18.19356  -8.60194  -14.33681  0.1086
H  18.15105  -8.87065  -16.82026  0.0906
H  19.66130  -7.90801  -16.97485  0.0626
H  18.47669  -4.70076  -15.86196  0.0971
H  18.40614  -4.36642  -17.51927  0.0862
H  20.54747  -5.66608  -17.78460  0.1051
H  20.47687  -5.86005  -15.86173  0.0976
H  22.00786  -4.19974  -16.45866  0.1031
H  20.67150  -3.52748  -15.56157  0.1130
H  19.76619  -2.48847  -17.48189  0.0733
H  20.90581  -3.15249  -18.65220  0.0795
H  21.45922  -2.00545  -17.49524  0.0749
H  17.16185  -6.20964  -19.42846  0.0980
H  16.83482  -7.87382  -18.77037  0.0874
H  18.51417  -8.57827  -19.99878  0.1164
H  19.72561  -7.78513  -18.96112  0.0906
H  20.17185  -7.09976  -21.17734  0.1061
H  19.40917  -5.76085  -20.31873  0.0936
H  17.61860  -7.54871  -22.12108  0.0800
H  18.56021  -6.21237  -22.80368  0.0702
H  17.33679  -5.86629  -21.67552  0.0693
H  15.68287  -5.72593  -16.45468  0.0865
H  16.33511  -6.49098  -15.11069  0.0952
H  16.04316  -8.95068  -16.04750  0.1038
H  15.10319  -8.12323  -17.34848  0.1056
H  14.27998  -8.27062  -14.34658  0.1225
H  13.84436  -9.17317  -15.72084  0.1172
H  13.33268  -6.15762  -15.71322  0.0737
H  12.24346  -7.43445  -15.54680  0.0767
H  12.97049  -7.25088  -17.06575  0.0943
N  14.47725  -2.27467  -18.95576  -0.2960
S  13.11257  -2.45343  -19.74727  0.4822
O  13.04497  -2.08724  -21.15866  -0.2963
O  11.89433  -2.22512  -18.95175  -0.3335
F  13.09302  -4.07919  -19.76737  -0.2277
S  14.30322  -0.62086  -18.75571  0.5214
O  13.25994  -0.15458  -17.85774  -0.3193
O  14.56647  0.25569  -19.87740  -0.3053
F  15.62755  -0.27590  -17.90190  -0.2305
N  8.49183  -10.57647  -19.66845  -0.3003
S  9.15429  -9.67506  -20.68177  0.4176
O  8.90509  -8.27260  -20.43745  -0.3237
O  9.18296  -10.10316  -22.09650  -0.3373
F  10.68892  -9.88073  -20.25925  -0.2228
S  6.85740  -10.42157  -20.15818  0.6324
O  6.61552  -10.09675  -21.56909  -0.3119
O  5.97837  -9.86404  -19.07851  -0.3415
F  6.47129  -11.97486  -20.11045  -0.2128

Properties
relative energy (zero: lowest compared OMol25 entry of this formula, charge and spin): 985.3 kJ/mol
total charge: +1



No. 2
This record from the OMol25 dataset describes one molecule with the formula C18H20N2O4. The level of theory is ωB97M-V/def2-TZVPD.

Each line ends with the Löwdin charge.
Atoms and positions in Å:
C  3.29345  -1.49625  -1.27834  -0.0751
C  1.95799  -0.54183  -1.41725  -0.1349
O  0.73549  -1.31157  -1.69126  -0.0735
C  0.38569  -2.32088  -0.86648  -0.2079
C  0.35991  -3.68224  -1.40011  0.1732
C  0.00498  -4.73422  -0.33644  -0.1660
C  -0.03147  -6.09265  -0.80858  -0.0538
N  -0.46659  -7.01500  0.03661  -0.0116
O  -0.53501  -8.25510  -0.22556  0.0886
C  -0.33865  -4.35934  0.94406  -0.0284
C  -0.67486  -2.98002  1.26025  -0.0069
C  -0.19660  -2.04170  0.39228  -0.1623
O  -0.10251  -0.59687  0.63486  -0.1397
C  -0.84865  -0.22247  2.00141  0.0641
C  -1.00617  1.26814  1.77116  -0.5662
O  -1.15133  2.05847  2.53054  0.1531
N  -0.68104  1.87952  0.60718  0.0989
C  -0.77064  3.17495  -0.02982  -0.2009
C  -0.24009  3.34589  -1.24365  -0.0245
C  -0.23776  4.74874  -1.88719  -0.0296
C  -0.57279  5.73625  -0.96147  -0.0828
C  -1.10168  5.64881  0.43709  -0.2349
C  -1.23365  6.59598  1.42471  -0.0893
C  -0.90716  4.23456  0.98479  0.0974
H  4.25491  -1.05259  -0.94060  0.0675
H  3.44479  -2.17060  -2.28897  0.1199
H  3.23840  -2.31739  -0.63279  0.0133
H  1.82854  -0.28662  -0.31694  0.1208
H  2.22651  0.12687  -2.19366  0.0984
H  0.75011  -4.01560  -2.10004  -0.0226
H  0.50252  -6.31002  -1.51894  0.0332
H  -0.95437  -8.81544  0.20134  -0.0187
H  -0.92031  -5.00810  1.69407  0.1330
H  -1.02314  -2.70017  2.19091  0.0755
H  -0.12172  -0.35940  2.74954  0.1272
H  -1.87896  -0.55226  1.98619  0.1387
H  -0.31095  1.10043  -0.16185  0.1924
H  -0.24994  2.59343  -1.80820  0.0169
H  -0.02969  4.89351  -2.97715  0.1057
H  -0.69955  6.85090  -1.34011  0.1255
H  -2.27259  7.15830  1.07191  0.1672
H  -1.30236  6.33647  2.43384  0.0818
H  -0.83781  7.45264  1.21278  0.0127
H  -1.28527  4.03444  1.85990  0.0242

Properties
relative energy (zero: lowest compared OMol25 entry of this formula, charge and spin): 1618.6 kJ/mol



No. 3
This record from the OMol25 dataset describes a 2-piece molecular cluster, H4O2 overall. The level of theory is ωB97M-V/def2-TZVPD.

Each line ends with the Löwdin charge.
Atoms and positions in Å:
O  1.95121  -0.14190  -0.13409  -0.0909
H  1.22325  -0.44481  0.47970  0.0500
H  2.23291  0.73939  0.13108  0.0242
O  -1.48872  -0.05721  -0.01151  -0.0620
H  -1.96795  -0.86075  -0.23739  0.0366
H  -1.95069  0.76527  -0.22779  0.0421

Properties
relative energy (zero: lowest compared OMol25 entry of this formula, charge and spin): 24.7 kJ/mol



No. 4
This record from the OMol25 dataset describes a 3-piece molecular cluster, C14H24FN5O3S overall. The level of theory is ωB97M-V/def2-TZVPD.

Each line ends with the Löwdin charge.
Atoms and positions in Å:
C  -1.50947  -0.56603  1.47185  -0.0899
C  -2.51990  0.18339  0.58648  -0.2262
C  -2.10551  1.62745  0.29342  -0.1994
N  -1.31779  1.76398  -0.95800  -0.0062
N  0.03880  2.16756  -0.62278  -0.2562
C  0.14483  3.60319  -0.28824  -0.1545
C  0.64156  3.82805  1.15743  -0.0910
C  1.80815  4.78842  1.21866  -0.5236
N  3.05824  4.33013  0.72803  0.1326
O  1.68184  5.89547  1.64868  0.1093
S  1.23185  1.57114  -1.54830  0.6062
O  2.12208  2.58443  -1.99169  -0.2264
O  1.75778  0.40589  -0.91095  -0.2620
F  0.49499  1.01313  -2.80237  -0.1225
H  -1.45400  -1.62115  1.21084  0.0697
H  -0.51296  -0.13255  1.36712  0.0533
H  -1.79562  -0.49960  2.52104  0.0748
H  -2.70343  -0.36514  -0.33990  0.0891
H  -3.47489  0.24238  1.11044  0.1059
H  -2.99519  2.24953  0.19558  0.1118
H  -1.51723  1.99354  1.13380  0.1075
H  -1.26103  0.83136  -1.35415  0.0810
H  0.75048  4.14263  -1.01168  0.1177
H  -0.86541  3.99655  -0.38513  0.1292
H  0.95027  2.86091  1.55415  0.1182
H  -0.16199  4.21207  1.78012  0.1174
H  3.63873  4.00814  1.49595  0.1022
H  2.92942  3.54373  0.09796  0.0539
C  1.98524  -3.18616  2.70549  -0.1128
C  2.49108  -3.90057  1.58583  -0.1146
C  2.76282  -2.98114  0.60593  -0.1434
N  2.43952  -1.74471  1.08721  0.0106
C  1.96814  -1.85875  2.36461  -0.1538
H  1.67189  -3.59872  3.64965  0.0879
H  2.63915  -4.96457  1.50973  0.0875
H  3.15656  -3.10273  -0.38853  0.1061
H  2.52850  -0.88399  0.57579  0.0953
H  1.66006  -0.99090  2.92263  0.1030
C  -3.07238  -3.31658  -2.96135  -0.1091
C  -2.29130  -4.30344  -2.29797  -0.1068
C  -1.18636  -3.67755  -1.78758  -0.1347
N  -1.26993  -2.35285  -2.11760  0.0033
C  -2.41442  -2.12346  -2.83468  -0.1554
H  -4.00632  -3.46803  -3.47545  0.0899
H  -2.51679  -5.35228  -2.20660  0.0903
H  -0.35478  -4.05650  -1.21835  0.1062
H  -0.58575  -1.65720  -1.88184  0.1247
H  -2.65955  -1.13846  -3.19525  0.1038

Properties
electronic energy: -42050.8756 eV



No. 5
This record from the OMol25 dataset describes one molecule with the formula C3H4O. The level of theory is ωB97M-V/def2-TZVPD.

Each line ends with the Löwdin charge.
Atoms and positions in Å:
C  -1.40904  -0.60083  -0.02455  0.0833
C  2.17421  0.14416  -0.01649  0.0250
C  -0.25350  0.04065  -0.05963  -0.1448
O  1.07922  -0.50652  0.05650  -0.1694
H  -2.12558  0.11883  0.07357  0.0426
H  1.95778  1.28447  0.05640  0.0092
H  0.00305  1.12706  0.02488  0.1094
H  -1.42615  -1.60781  -0.11067  0.0448

Properties
relative energy (zero: lowest compared OMol25 entry of this formula, charge and spin): 360.2 kJ/mol



| no. | maximum force (eV/Å) |
| --- | --- |
| 1 | 6.71 |
| 2 | 19.32 |
| 3 | 1.81 |
| 4 | 1.33 |
| 5 | 4.37 |